Entry from the OMol25 dataset: an isolated ion of composition C7H10ClN2O and charge +1 (ωB97M-V/def2-TZVPD).

Summary:
- SMILES string = C/C(CCl)=[N+](/[O-])[N+]#CC1CC1
- energy (hartree) = -917.204926
- net charge = +1
- Kohn-Sham gap (eV) = 8.535
- ΔE to the lowest compared entry with this formula, charge and spin (kcal per mole) = 110.54
- LUMO (eV) = -5.332
- highest occupied orbital energy (eV) = -13.87

Last column: Mulliken charge in e.
CARTESIAN COORDINATES (ANGSTROEM)
C -1.9590 -1.7762 -0.3223  -0.900
C -2.2372 -0.4299 0.0674  0.532
C -3.6047 -0.0801 0.6029  -0.751
Cl -4.6944 0.2583 -0.7861  -0.093
N -1.4423 0.5883 0.0216  0.695
O -1.5557 1.8082 0.1414  -0.505
N 0.1120 0.2592 -0.5927  -0.208
C 1.1853 0.6369 -0.5130  0.181
C 2.5703 1.0293 -0.5878  -0.312
C 3.5054 1.0914 0.7198  -0.539
C 3.6491 -0.1242 -0.1915  -0.432
H -3.0030 -2.1288 -0.5870  0.347
H -1.5768 -2.3771 0.5690  0.269
H -1.2544 -1.6292 -1.1843  0.374
H -3.4745 0.7824 1.2898  0.390
H -4.0469 -0.9409 1.0998  0.384
H 2.7592 1.6519 -1.4252  0.450
H 2.9637 0.9308 1.6620  0.279
H 4.3185 1.8178 0.6756  0.284
H 4.5131 -0.3279 -0.9041  0.269
H 3.2720 -1.0401 0.2447  0.283

---

Entry from the OMol25 dataset: a single C7H10ClNO2 molecule (ωB97M-V/def2-TZVPD).

Summary:
- energy (hartree) = -938.019932
- Kohn-Sham gap (eV) = 9.023
- ΔE to the lowest compared entry with this formula, charge and spin (kcal per mole) = 67.84
- LUMO (eV) = 0.347
- highest occupied orbital energy (eV) = -8.68

Last column: Mulliken charge in e.
CARTESIAN COORDINATES (ANGSTROEM)
C 0.3706 2.2062 -1.4081  0.608
C -1.3209 -0.6245 0.9599  -1.250
C -1.5215 0.5394 -0.0751  -0.774
C 0.6049 -1.8778 -0.1830  -0.741
C 1.4869 -0.6421 -0.5977  -0.351
C 0.1624 -0.9728 0.9990  0.243
C -0.3455 1.5239 0.0848  0.469
N 0.9987 0.1413 0.5592  -0.294
O 0.8578 3.2526 -1.1764  -0.581
O 0.2168 1.3900 -2.3060  -0.691
Cl -0.3831 2.4525 1.4211  -0.122
H -1.6372 -0.5505 2.0396  0.350
H -1.8717 -1.4174 0.6570  0.564
H -1.5829 0.0931 -1.1738  0.157
H -2.3347 1.1833 0.0772  0.583
H -0.3069 -2.0026 -0.7982  0.252
H 1.2610 -2.6864 -0.0006  0.367
H 2.6004 -0.9720 -0.7175  0.381
H 1.0670 -0.1265 -1.6100  0.182
H 0.1455 -1.5082 1.9668  0.306
H 1.5324 0.5984 1.2819  0.342

---

Entry from the OMol25 dataset: C7H10F5NOPdTe as an isolated structure (ωB97M-V/def2-TZVPD).

Summary:
- 2S+1 = 5
- energy (hartree) = -1297.675325
- Kohn-Sham gap (spin up / spin down) (eV) = 7.487 / 7.566
- ΔE to the lowest compared entry with this formula, charge and spin (kcal per mole) = 14.12
- LUMO (spin up / spin down) (eV) = -0.929 / -2.390
- highest occupied orbital energy (spin up / spin down) (eV) = -8.42 / -9.96

Last column: Löwdin spin population.
CARTESIAN COORDINATES (ANGSTROEM)
C -0.6114 0.7294 -2.5425  0.135
C 0.7685 0.9007 -2.1873  0.171
C 0.8266 1.6253 -0.9405  0.169
C -0.5370 1.9232 -0.5530  0.091
C -1.4130 1.3617 -1.5412  0.171
Pd -0.1436 -0.3489 -0.4873  0.764
N -3.0743 0.8588 1.0459  1.865
C 0.3833 -1.9475 -1.2280  -0.018
C 1.7625 -2.2311 -1.4119  0.408
H 1.7266 1.9649 -0.4267  0.008
H 1.6352 0.5527 -2.7448  0.004
H -0.8278 2.5320 0.2953  0.006
H -2.4919 1.4992 -1.5605  0.016
H -0.9847 0.2432 -3.4388  0.004
H 2.1820 -2.1133 -2.4058  0.023
H -0.0276 -2.5979 -0.4154  0.004
H -2.6465 -0.1001 0.9099  0.065
H 2.2780 -2.7419 -0.6104  0.023
H -0.1375 -2.0543 -2.1822  0.002
F -0.0412 1.6152 2.2294  0.003
Te 0.2136 -0.0520 3.1414  0.006
F -0.3515 0.9294 4.6702  0.000
F 0.4477 -1.5768 4.2634  0.006
F 1.9873 0.4699 3.5763  0.003
F -1.6254 -0.5531 2.9611  0.017
O 0.7022 -0.8887 1.5834  0.052

---

Entry from the OMol25 dataset: a single C7H10FN molecule (ωB97M-V/def2-TZVPD).

Summary:
- SMILES string = C[C@H]1C=CC=C[C@@]1(N)F
- energy (hartree) = -427.283617
- Kohn-Sham gap (eV) = 9.533
- ΔE to the lowest compared entry with this formula, charge and spin (kcal per mole) = 24.46
- LUMO (eV) = 0.684
- highest occupied orbital energy (eV) = -8.85

Last column: Mulliken charge in e.
CARTESIAN COORDINATES (ANGSTROEM)
C -1.5367 -1.2527 -0.5095  -1.379
C -0.4321 -0.6948 0.3236  0.295
C 0.9194 -1.4148 -0.0561  -0.816
C 2.0232 -0.6979 -0.1282  -0.333
C 2.0651 0.7660 -0.0021  -0.481
C 0.9629 1.5183 0.0359  -0.899
C -0.3644 0.8247 -0.0025  1.187
N -1.2838 1.4812 0.8369  -0.450
F -0.7893 0.9882 -1.4253  -0.408
H -1.3236 -1.3125 -1.5876  0.315
H -2.4305 -0.6698 -0.2737  0.349
H -1.5886 -2.2847 -0.2296  0.443
H -0.6339 -0.8565 1.3604  0.362
H 0.8954 -2.4975 -0.0123  0.324
H 2.9219 -1.2128 -0.3178  0.433
H 3.0433 1.2107 0.1902  0.378
H 0.6359 2.5637 -0.2135  0.299
H -0.8578 2.3504 1.0125  0.183
H -2.2263 1.1907 0.9988  0.197